# 1
Below is a cluster of 2 separate species, C3H7N3O in total, with properties calculated with ωB97M-V/def2-TZVPD.

XYZ file:
```
14
Properties=species:S:1:pos:R:3:forces:R:3
N 0.723 -1.041 2.381 0.82 0.69 -0.71
C 0.013 -0.440 1.579 -1.41 -0.01 1.22
C -0.960 0.162 0.907 0.60 -0.59 0.11
N -1.550 -0.446 -0.249 -0.45 0.02 0.17
H 0.304 -1.366 3.247 -0.37 -0.23 -0.21
H -1.222 1.184 1.140 0.20 0.02 -0.14
H -1.672 -1.446 -0.129 -0.16 0.10 0.07
H -2.448 -0.030 -0.472 0.22 -0.12 0.05
N 1.090 -0.133 -1.296 0.39 0.28 -0.57
C 1.206 1.251 -1.388 -0.24 -1.42 0.33
O 2.123 1.808 -1.935 0.27 0.15 -0.25
H 0.244 -0.648 -1.067 -0.02 1.01 -0.04
H 1.719 -0.686 -1.861 0.26 0.44 0.02
H 0.430 1.830 -0.859 -0.11 -0.36 -0.05
```
Forces are in eV/Å.

Summary:
Net charge: 0
DFT total energy (eV): -9740.515
ΔE to the lowest compared entry with this formula, charge and spin (kcal/mol): 58.06
SMILES: N=C=CN.NC=O
HOMO-LUMO gap (Ha): 0.31940
LUMO (eV): 0.43
HOMO (eV): -8.26

Mulliken population analysis, charges in e, atoms 1 to 5: -0.554 0.711 -0.815 -0.537 0.274



# 2
Below is a structure of composition CH5O2, with properties calculated with ωB97M-V/def2-TZVPD.

XYZ file:
```
8
Properties=species:S:1:pos:R:3:forces:R:3
O 0.528 1.884 0.519 0.23 -0.39 -0.13
H -0.280 1.657 0.977 -0.33 0.20 0.26
C -0.274 -0.854 -0.280 1.12 -0.20 -1.84
O 1.075 -0.420 -0.172 -1.18 -0.32 1.24
H -0.292 -1.650 -1.055 -0.19 0.02 0.20
H -0.764 0.008 -0.747 -0.93 -0.16 0.34
H -0.866 -1.293 0.565 0.71 0.64 0.13
H 0.872 0.667 0.194 0.57 0.20 -0.20
```
Forces are in eV/Å.

Summary:
Net charge: -1
DFT total energy (eV): -5212.613
ΔE to the lowest compared entry with this formula, charge and spin (kcal/mol): 7.64
HOMO-LUMO gap (Ha): 0.30086
LUMO (eV): 4.75
HOMO (eV): -3.44

Mulliken population analysis, charges in e, atoms 1 to 5: -0.977 0.201 -0.698 -0.676 0.209



# 3
Below is an isolated molecule of C4H7NO2, with properties calculated with ωB97M-V/def2-TZVPD.

XYZ file:
```
14
Properties=species:S:1:pos:R:3:forces:R:3
C -1.756 -0.765 -0.213 0.13 -0.17 0.04
C -0.338 -0.279 -0.416 0.10 -0.38 -0.15
C 0.009 0.966 0.337 0.13 -0.61 0.23
N 1.427 1.013 0.043 0.26 -0.26 -0.11
C 1.865 -0.273 0.214 0.21 -0.50 -0.09
O 2.980 -0.693 0.358 -0.44 0.10 -0.05
O 0.719 -1.082 0.226 0.56 -0.41 -0.82
H -2.111 -0.627 0.815 0.20 -0.12 -0.12
H -1.841 -1.816 -0.490 -0.06 0.01 0.06
H -2.423 -0.186 -0.868 0.25 -0.14 0.12
H -0.059 -0.277 -1.469 -0.20 0.27 -0.19
H -0.019 0.308 1.319 -1.05 3.14 -0.25
H -0.492 1.903 0.015 -0.04 -0.67 1.05
H 2.038 1.809 0.129 -0.06 -0.25 0.28
```
Forces are in eV/Å.

Summary:
Net charge: 0
DFT total energy (eV): -9845.936
ΔE to the lowest compared entry with this formula, charge and spin (kcal/mol): 30.98
SMILES: C[C@H]1CNC(=O)O1
HOMO-LUMO gap (Ha): 0.39234
LUMO (eV): 0.85
HOMO (eV): -9.83

Mulliken population analysis, charges in e, atoms 1 to 5: -1.340 0.345 -0.693 -0.186 0.517



# 4
Below is a structure of composition C22H42LuNP3SSe, with properties calculated with ωB97M-V/def2-TZVPD.

XYZ file:
```
71
Properties=species:S:1:pos:R:3:forces:R:3
Lu -0.207 -0.865 -0.195 0.14 0.45 2.70
P 0.256 1.310 1.550 0.01 1.03 -0.15
P -2.604 0.289 0.347 0.73 0.80 -1.44
P 2.463 -0.421 0.112 -0.07 0.36 -1.32
H -1.213 -3.447 -4.170 -0.58 0.33 0.23
C -0.642 -3.930 -3.398 -0.26 0.14 -0.61
C -0.298 -3.459 -2.219 0.58 -0.36 1.06
H -0.785 -2.611 -1.695 0.04 -0.03 -0.70
C 0.440 2.916 0.638 -0.08 -0.28 -0.08
C -0.935 1.854 2.824 -0.41 -0.03 0.04
C 1.693 1.541 2.628 0.50 -0.15 0.36
C -3.068 -0.639 -1.183 -0.44 0.03 0.08
C -3.928 0.087 1.511 -0.41 -0.50 0.42
C -2.795 2.076 -0.103 0.07 -0.50 0.04
C 2.760 -1.446 -1.398 0.32 0.02 0.08
C 3.606 -0.993 1.372 -0.12 -0.39 0.21
C 3.152 1.228 -0.307 -0.04 -0.13 -0.37
H -0.334 -4.919 -3.681 0.59 -0.22 -0.09
H 0.425 -4.036 -1.638 -0.44 0.15 0.25
H 0.631 3.657 1.417 -0.09 0.17 -0.29
H -0.447 3.178 0.057 0.16 0.06 0.21
H 1.292 2.881 -0.040 -0.18 0.15 0.21
H -0.839 2.946 2.860 -0.22 -0.25 0.29
H -0.655 1.429 3.796 -0.14 0.17 -0.28
H -1.972 1.584 2.607 0.26 0.18 0.16
H 1.636 2.573 2.986 0.17 -0.11 0.05
H 2.652 1.378 2.153 -0.15 0.17 0.17
H 1.640 0.873 3.484 0.03 0.25 -0.14
H -4.160 -0.585 -1.277 0.21 -0.24 -0.34
H -2.777 -1.706 -1.107 -0.32 0.26 0.03
H -2.590 -0.212 -2.082 -0.38 -0.04 0.43
H -4.827 0.502 1.062 -0.24 -0.06 0.09
H -3.719 0.612 2.439 -0.03 0.11 0.03
H -4.079 -0.963 1.746 -0.18 -0.14 -0.02
H -3.860 2.266 -0.241 0.07 0.16 -0.07
H -2.233 2.330 -1.009 -0.35 -0.11 0.25
H -2.414 2.681 0.724 -0.27 -0.01 -0.13
H 3.840 -1.434 -1.627 -0.45 -0.22 -0.13
H 2.195 -1.038 -2.258 0.44 -0.13 0.31
H 2.419 -2.485 -1.227 0.33 0.35 -0.05
H 4.462 -1.454 0.896 0.27 -0.11 -0.03
H 3.127 -1.709 2.029 0.00 -0.27 0.05
H 3.939 -0.156 1.968 0.18 0.15 0.09
H 4.087 1.082 -0.843 0.12 0.10 -0.03
H 3.346 1.792 0.606 0.15 -0.05 -0.34
H 2.462 1.811 -0.927 0.42 -0.36 -0.01
C 0.180 0.790 -4.026 0.50 0.63 -1.93
C -0.509 -0.292 -4.566 -0.68 -0.56 1.07
C -0.232 -0.716 -5.839 0.37 0.42 -1.32
C 0.634 0.057 -6.656 -0.34 -0.33 0.96
C 1.303 1.166 -6.110 0.02 -0.11 -1.05
C 1.085 1.552 -4.800 -0.58 -0.24 1.35
Se -0.052 1.125 -2.193 0.41 -2.43 0.00
H 0.115 -0.590 -2.193 0.01 2.58 -0.35
H -1.261 -0.840 -3.947 0.75 0.44 -0.60
H -0.703 -1.623 -6.242 0.15 0.56 0.13
H 0.733 -0.249 -7.693 0.34 0.20 0.15
H 2.007 1.750 -6.718 -0.46 -0.33 0.22
H 1.568 2.431 -4.347 -0.07 -0.54 -0.42
S 0.071 -2.205 1.965 -0.13 -0.95 -0.37
C -0.226 -1.469 3.484 -0.66 -0.22 1.19
N -1.503 -1.467 4.004 1.05 1.15 0.80
C -1.822 -0.840 5.194 0.88 -0.47 -0.92
C -0.823 -0.164 5.879 -0.73 -0.37 -0.15
C 0.503 -0.290 5.468 -0.27 -0.64 -0.17
C 0.798 -1.020 4.317 0.26 0.52 0.19
H -2.206 -1.919 3.440 -0.31 -0.15 0.08
H -2.840 -0.965 5.547 0.07 0.21 -0.12
H -1.090 0.410 6.753 0.01 -0.10 0.17
H 1.290 0.148 6.076 -0.02 -0.07 -0.15
H 1.840 -1.150 4.018 -0.48 -0.07 0.00
```
Forces are in eV/Å.

Summary:
Net charge: +3
DFT total energy (eV): -162627.501
ΔE to the lowest compared entry with this formula, charge and spin (kcal/mol): 0.00
HOMO-LUMO gap (Ha): 0.23260
LUMO (eV): -10.39
HOMO (eV): -16.72

Mulliken population analysis, charges in e, atoms 1 to 5: 0.395 0.995 1.023 1.121 0.255



# 5
Below is a cluster of 2 separate species, C3H9N2O2 in total, with properties calculated with ωB97M-V/def2-TZVPD.

XYZ file:
```
16
Properties=species:S:1:pos:R:3:forces:R:3
C 0.740 -0.506 -0.344 -1.10 0.60 0.76
C -2.664 1.072 -0.287 3.77 -1.51 -0.43
C -1.839 -0.240 -0.222 -1.34 -0.30 2.10
N 4.110 -0.631 0.224 -1.41 -2.85 -1.06
N -0.383 -0.096 -0.747 1.09 0.32 0.38
O -1.949 -0.657 1.133 5.71 -0.65 -2.38
O 5.099 0.021 0.710 4.05 0.49 1.36
H 1.115 -0.860 0.633 -0.25 -0.15 -0.56
H -3.447 0.936 0.399 -1.08 0.28 0.66
H -2.978 1.105 -1.288 -0.66 1.23 -1.29
H -1.869 1.761 0.066 -1.28 0.54 -0.42
H -2.037 -1.045 -0.908 -1.14 -0.39 -0.24
H 3.418 0.068 0.137 -1.19 1.32 -0.19
H -0.387 0.314 -1.701 -0.12 -0.27 0.45
H -2.810 -0.625 1.406 -3.56 0.22 0.96
H 5.881 -0.617 0.788 -1.48 1.11 -0.12
```
Forces are in eV/Å.

Summary:
Net charge: +1
DFT total energy (eV): -10317.881
ΔE to the lowest compared entry with this formula, charge and spin (kcal/mol): 49.63
HOMO-LUMO gap (spin up / spin down) (Ha): 0.23352 / 0.23416
Multiplicity: 3
LUMO (spin up / spin down) (eV): -5.33 / -6.97
<S²>: 2.014
HOMO (spin up / spin down) (eV): -11.69 / -13.34

Mulliken population analysis, charges in e, atoms 1 to 5: 0.017 -1.133 0.137 -0.299 -0.113



# 6
Below is a cluster of 2 separate species, C2H6FOP in total, with properties calculated with ωB97M-V/def2-TZVPD.

XYZ file:
```
11
Properties=species:S:1:pos:R:3:forces:R:3
C -1.021 -0.427 0.623 -2.36 0.23 2.76
C -0.355 -1.744 0.425 2.71 -0.16 0.78
O 0.744 -1.804 -0.073 -0.43 -0.54 -0.51
H -1.639 -0.795 1.534 -0.25 1.50 -1.58
H -0.434 0.397 1.082 0.44 -1.08 -0.42
H -1.584 0.107 -0.172 -0.03 -1.08 0.35
H -0.670 -2.636 1.091 -0.34 0.96 -1.21
F 2.494 2.300 -1.299 -0.58 0.26 0.35
P 0.871 2.220 -1.071 1.04 -0.60 -0.11
H 0.735 1.210 -2.043 -0.46 -0.01 -0.30
H 0.860 1.171 -0.097 0.27 0.51 -0.12
```
Forces are in eV/Å.

Summary:
Net charge: 0
DFT total energy (eV): -16223.516
ΔE to the lowest compared entry with this formula, charge and spin (kcal/mol): 76.02
SMILES: CC=O.FP
HOMO-LUMO gap (Ha): 0.39161
LUMO (eV): 0.55
HOMO (eV): -10.10

Mulliken population analysis, charges in e, atoms 1 to 5: -0.769 0.144 -0.435 0.233 0.300



# 7
Below is a structure of composition C4H10ClF4N4O6P, with properties calculated with ωB97M-V/def2-TZVPD.

XYZ file:
```
30
Properties=species:S:1:pos:R:3:forces:R:3
O -1.053 -3.128 -0.482 2.03 2.88 -2.29
P -0.258 -2.060 -1.240 -3.27 -3.51 3.73
O -1.056 -0.609 -0.989 2.65 -1.94 -1.53
O 1.322 -2.106 -0.630 -1.93 0.73 -1.70
Cl 1.707 -0.697 0.219 0.21 0.34 0.08
O -0.195 -2.570 -2.861 0.78 3.50 1.09
C 0.176 -1.542 -3.751 -0.34 -0.55 -2.99
F 0.225 -2.144 -5.027 -0.13 0.99 2.38
F -0.805 -0.533 -3.872 1.85 -1.68 0.71
C 1.618 -0.921 -3.505 1.30 0.54 -0.60
F 1.959 0.026 -4.500 -1.03 -1.74 1.51
F 2.546 -1.959 -3.606 -1.57 1.50 0.27
H -0.538 0.170 -1.287 -0.36 -0.18 0.40
H 1.746 -0.383 -2.518 -0.20 -0.76 -0.97
C -1.017 -0.960 3.028 -0.01 -0.01 -0.34
O -0.434 -0.074 2.415 -0.24 -0.02 0.27
N -1.628 -2.001 2.410 -0.09 0.02 -0.37
N -1.100 -0.975 4.386 0.11 0.29 0.66
H -2.108 -2.735 2.896 0.07 0.03 -0.02
H -1.588 -2.029 1.402 0.00 -0.24 0.05
H -0.658 -0.220 4.881 -0.04 -0.13 -0.06
H -1.571 -1.690 4.909 0.03 0.02 -0.07
C 0.540 3.167 0.924 -0.01 -0.27 0.14
O 1.007 2.044 0.819 0.19 0.12 -0.31
N -0.473 3.452 1.780 -0.43 -0.14 0.45
N 0.991 4.223 0.196 0.35 0.30 -0.46
H -0.875 4.365 1.886 0.06 -0.04 -0.05
H -0.831 2.691 2.335 0.10 -0.02 -0.12
H 1.742 4.047 -0.449 -0.09 0.05 0.10
H 0.620 5.152 0.270 0.01 -0.07 0.02
```
Forces are in eV/Å.

Summary:
Net charge: 0
DFT total energy (eV): -55238.792
ΔE to the lowest compared entry with this formula, charge and spin (kcal/mol): 36.98
HOMO-LUMO gap (Ha): 0.34721
LUMO (eV): -0.30
HOMO (eV): -9.75

Mulliken population analysis, charges in e, atoms 1 to 5: -0.707 0.890 -0.387 -0.251 0.173



# 8
Below is a structure of composition C35H31Co2NO6P, with properties calculated with ωB97M-V/def2-TZVPD.

XYZ file:
```
76
Properties=species:S:1:pos:R:3:forces:R:3
O 5.838 1.233 1.626 -1.51 -0.73 0.34
C 4.837 0.654 1.685 2.47 1.30 -1.12
Co 3.383 -0.293 1.694 2.28 -0.67 5.14
C 4.160 -1.609 2.633 1.70 -0.28 1.65
O 4.841 -2.262 3.307 -1.24 0.68 -1.08
C 2.408 0.692 2.720 -1.65 1.17 1.98
O 1.757 1.400 3.369 0.80 -0.58 -0.89
C 2.191 -0.105 0.417 0.23 0.85 -4.73
C 3.389 -0.738 -0.067 -0.46 1.77 -3.13
C 4.319 -0.804 -1.085 1.42 -1.88 0.78
C 5.522 -1.560 -0.799 0.19 -0.10 -0.04
C 6.783 -1.190 -1.349 -0.34 -0.35 0.37
C 7.951 -1.793 -0.894 -0.20 -0.18 -0.06
C 7.897 -2.804 0.078 0.06 -0.01 0.14
C 6.662 -3.229 0.574 0.04 0.13 -0.39
C 5.492 -2.647 0.105 0.17 -0.12 0.08
Co 2.027 -1.902 0.613 -1.59 -3.08 2.60
C 2.504 -3.238 1.679 -0.22 -2.39 -0.24
O 2.665 -4.209 2.302 -0.09 1.46 -0.46
C 1.482 -2.681 -0.842 0.01 -0.52 -1.90
O 1.078 -3.202 -1.799 0.27 0.52 1.18
P 0.114 -1.704 1.566 -0.37 0.17 -0.13
C -0.070 -1.561 3.379 -0.35 -0.06 0.18
C -1.356 -1.419 3.920 0.28 -0.03 0.58
C -1.528 -1.384 5.307 0.11 0.01 -0.25
C -0.416 -1.497 6.149 0.07 0.00 -0.16
C 0.861 -1.649 5.608 -0.13 0.03 -0.08
C 1.039 -1.680 4.222 -0.14 -0.15 0.08
C -0.705 -0.207 0.915 -0.12 0.26 0.14
C -0.931 0.914 1.724 -0.20 -0.08 -0.53
C -1.263 2.136 1.133 -0.03 -0.08 -0.11
C -1.363 2.248 -0.254 0.06 0.04 0.09
C -1.149 1.129 -1.067 -0.12 -0.45 0.29
C -0.842 -0.103 -0.483 -0.12 0.49 0.06
C -1.129 -3.012 1.237 -0.27 -0.06 0.18
C -2.325 -2.781 0.546 -0.01 -0.48 0.06
C -3.216 -3.835 0.321 0.20 -0.05 0.14
C -2.934 -5.114 0.809 0.08 0.15 -0.01
C -1.751 -5.342 1.521 0.06 0.30 -0.02
C -0.850 -4.296 1.734 -0.30 -0.10 -0.22
H 1.555 0.644 -0.010 -0.07 0.41 0.09
H 4.245 -0.260 -2.042 0.53 -1.27 1.32
H 6.805 -0.399 -2.104 0.08 -0.16 0.27
H 8.915 -1.478 -1.296 -0.20 -0.09 0.10
H 8.810 -3.271 0.444 -0.07 0.14 -0.08
H 6.591 -4.027 1.315 0.15 0.12 -0.18
H 4.519 -3.044 0.422 0.61 0.34 -0.18
H -2.219 -1.342 3.255 0.22 -0.04 0.20
H -2.530 -1.272 5.722 0.24 -0.03 -0.04
H -0.548 -1.470 7.232 0.03 -0.01 -0.28
H 1.731 -1.745 6.259 -0.25 0.03 -0.14
H 2.043 -1.807 3.794 -0.65 0.10 0.25
H -0.864 0.830 2.808 0.14 0.11 -0.31
H -1.435 3.003 1.773 0.04 -0.16 -0.22
H -1.607 3.209 -0.710 0.08 -0.24 0.14
H -1.226 1.199 -2.153 0.01 0.04 0.30
H -0.685 -0.982 -1.114 0.10 0.34 0.20
H -2.571 -1.782 0.188 0.07 -0.28 0.08
H -4.135 -3.647 -0.235 0.19 -0.09 0.16
H -3.634 -5.933 0.638 0.18 0.22 0.03
H -1.524 -6.334 1.913 -0.09 0.23 -0.12
H 0.072 -4.474 2.293 -0.27 0.04 -0.20
C 2.057 3.264 -5.111 0.17 0.19 -0.23
C 1.978 2.304 -3.945 -0.05 -0.33 0.38
O 1.462 1.020 -4.337 -0.32 0.33 -0.41
C 3.319 2.015 -3.285 0.02 -0.33 0.47
N 3.269 0.978 -2.223 -2.09 4.03 -2.21
H 2.461 4.228 -4.777 -0.06 -0.14 -0.05
H 2.713 2.877 -5.906 -0.20 0.04 0.23
H 1.063 3.461 -5.536 0.17 -0.08 0.05
H 1.322 2.718 -3.165 -0.05 0.03 -0.08
H 0.673 1.157 -4.888 0.37 -0.06 0.32
H 4.030 1.667 -4.045 -0.07 0.14 -0.19
H 3.721 2.939 -2.846 -0.09 -0.12 -0.27
H 3.377 1.438 -1.322 -0.27 -0.55 -0.15
H 2.389 0.462 -2.282 0.37 0.18 0.27
```
Forces are in eV/Å.

Summary:
Net charge: -1
DFT total energy (eV): -135112.543
HOMO-LUMO gap (Ha): 0.17022
LUMO (eV): 2.41
HOMO (eV): -2.23

Mulliken population analysis, charges in e, atoms 1 to 5: -0.407 -0.257 -0.116 0.007 -0.431



Q: Number 8 is which compound?
A: C35H31Co2NO6P



Please write out number 2 again, unchanged.
Below is a structure of composition CH5O2, with properties calculated with ωB97M-V/def2-TZVPD.

XYZ file:
```
8
Properties=species:S:1:pos:R:3:forces:R:3
O 0.528 1.884 0.519 0.23 -0.39 -0.13
H -0.280 1.657 0.977 -0.33 0.20 0.26
C -0.274 -0.854 -0.280 1.12 -0.20 -1.84
O 1.075 -0.420 -0.172 -1.18 -0.32 1.24
H -0.292 -1.650 -1.055 -0.19 0.02 0.20
H -0.764 0.008 -0.747 -0.93 -0.16 0.34
H -0.866 -1.293 0.565 0.71 0.64 0.13
H 0.872 0.667 0.194 0.57 0.20 -0.20
```
Forces are in eV/Å.

Summary:
Net charge: -1
DFT total energy (eV): -5212.613
ΔE to the lowest compared entry with this formula, charge and spin (kcal/mol): 7.64
HOMO-LUMO gap (Ha): 0.30086
LUMO (eV): 4.75
HOMO (eV): -3.44

Mulliken population analysis, charges in e, atoms 1 to 5: -0.977 0.201 -0.698 -0.676 0.209